1.
C3H10N2O2 | ωB97M-V/def2-TZVPD

Last column: Löwdin charge in e.
Element x y z (Å)
C (2.46262, 0.04714, 0.38909)  -0.283
C (1.21127, -0.59784, -0.18884)  -0.129
C (-0.07107, -0.04268, 0.43222)  -0.570
N (-0.39528, -0.61947, 1.63907)  0.147
O (-0.79263, 0.73130, -0.14204)  0.064
N (2.29638, 1.49744, 0.54992)  0.013
H (3.34707, -0.28842, -0.14426)  0.103
H (2.68962, -0.42763, 1.35589)  0.103
H (1.13612, -1.66982, -0.03369)  0.107
H (1.07854, -0.39112, -1.24752)  0.114
H (-1.01731, -0.07277, 2.22108)  0.103
H (-0.07685, -1.50157, 1.98852)  0.091
H (3.13440, 1.97406, 0.21299)  0.070
H (2.28264, 1.73728, 1.53132)  0.066
H (-6.51398, 0.07891, -2.90038)  0.030
H (-5.08948, -0.15727, -2.45873)  0.033
O (-5.68207, -0.29753, -3.20466)  -0.062

Values from the calculation:
multiplicity	1
SMILES	NCCC(N)=O.O
gap between HOMO and LUMO	10.3	eV
energy relative to the best compared isomer or geometry (same formula, charge and spin)	25.9	kcal per mole
E_HOMO	-9.481	eV
max |F|	0.0288	hartree/bohr
E	-10348.36533	eV

***

2.
C43H78AgBO47 | ωB97M-V/def2-TZVPD

Last column: Löwdin charge in e.
Element x y z (Å)
Ag (-4.82718, 3.28938, 3.93039)  0.873
O (0.20803, -2.44289, -0.31052)  0.163
C (0.03209, -1.28970, -0.02202)  -0.392
O (-1.08118, -0.68567, 0.18710)  0.221
B (-0.83375, 0.72966, 0.64906)  -0.899
O (0.63342, 0.84484, 0.67404)  0.226
C (1.16494, -0.21806, 0.18837)  -0.400
O (2.31963, -0.31668, -0.16787)  0.124
O (-1.47690, 1.05308, 1.90296)  0.264
C (-2.32086, 2.04132, 1.81290)  -0.328
O (-3.03186, 2.44307, 2.72990)  0.043
C (-2.33722, 2.40443, 0.31540)  -0.293
O (-1.44643, 1.61786, -0.32541)  0.251
O (-3.13913, 3.19089, -0.20476)  0.130
C (2.65426, -4.50775, -1.85343)  -0.041
O (2.95942, -5.03825, -3.15442)  -0.022
C (2.00167, -4.99174, -4.15361)  -0.551
O (1.13502, -4.15866, -4.22299)  0.124
O (2.12072, -6.03123, -4.99443)  -0.007
C (1.40457, -6.01263, -6.21803)  -0.039
H (2.37970, -5.31050, -1.16909)  0.099
H (1.97112, -3.66240, -1.77101)  0.069
H (3.56188, -4.15864, -1.36103)  0.078
H (1.58227, -5.13673, -6.84199)  0.097
H (0.36607, -5.90873, -5.90368)  0.096
H (1.65068, -6.86403, -6.85259)  0.098
C (3.25434, -1.08538, -3.49411)  -0.019
O (3.42834, -1.17792, -4.92400)  -0.008
C (4.08715, -2.18536, -5.57284)  -0.566
O (3.98082, -2.39706, -6.74866)  0.135
O (4.85044, -2.85661, -4.69488)  -0.025
C (5.64720, -3.91909, -5.10365)  -0.055
H (2.60916, -0.29468, -3.11119)  0.080
H (4.19878, -0.76891, -3.05141)  0.096
H (2.86667, -2.04118, -3.14158)  0.075
H (6.58460, -4.03455, -4.55953)  0.095
H (5.93713, -3.78625, -6.14595)  0.097
H (5.06319, -4.82565, -4.94498)  0.091
C (-7.12142, -2.05953, -5.11853)  -0.020
O (-6.03224, -2.40606, -4.20551)  -0.046
C (-5.67268, -1.49314, -3.23888)  -0.619
O (-6.34132, -0.46800, -3.04258)  0.073
O (-4.50604, -1.70052, -2.83031)  0.045
C (-3.80146, -0.89133, -1.93208)  -0.009
H (-7.23412, -2.91611, -5.78311)  0.092
H (-6.84283, -1.07467, -5.49341)  0.097
H (-8.02646, -2.01556, -4.51267)  0.085
H (-2.75082, -1.17773, -1.88487)  0.098
H (-4.14932, -0.95984, -0.90135)  0.087
H (-3.86298, 0.10034, -2.38030)  0.109
C (-6.59208, -1.24341, 3.34231)  -0.038
O (-5.19321, -1.38494, 3.66343)  -0.018
C (-4.62604, -0.30566, 4.40008)  -0.459
O (-5.13687, 0.74987, 4.76537)  0.047
O (-3.40213, -0.72357, 4.83167)  0.004
C (-2.52445, 0.18618, 5.49819)  -0.047
H (-7.12413, -0.97377, 4.25463)  0.087
H (-7.08072, -2.15128, 2.98861)  0.101
H (-6.84770, -0.38568, 2.72018)  0.095
H (-1.58648, -0.32795, 5.70792)  0.098
H (-2.88443, 0.56653, 6.45414)  0.095
H (-2.20990, 1.08461, 4.96718)  0.074
C (-0.00807, -6.01806, 1.80827)  -0.066
O (-0.34893, -5.72823, 0.48709)  -0.060
C (-1.65804, -5.78011, 0.00208)  -0.505
O (-2.53230, -6.23630, 0.67853)  0.133
O (-1.93835, -5.19748, -1.22658)  -0.008
C (-0.90420, -4.92766, -2.14097)  -0.073
H (1.06185, -5.96991, 2.01088)  0.095
H (-0.34878, -7.01310, 2.09448)  0.093
H (-0.59086, -5.29688, 2.38130)  0.082
H (-0.11703, -4.37190, -1.63147)  0.049
H (-1.23796, -4.49293, -3.08316)  0.100
H (-0.45151, -5.89751, -2.34723)  0.097
C (4.27525, 3.32672, -6.41900)  -0.013
O (3.77222, 2.66851, -5.21413)  0.000
C (3.14175, 3.35903, -4.26376)  -0.614
O (3.12466, 4.56558, -4.12991)  0.115
O (2.82088, 2.53089, -3.30558)  0.009
C (2.61028, 2.96342, -1.99465)  -0.045
H (5.14736, 3.93614, -6.18207)  0.093
H (3.56868, 3.70868, -7.15586)  0.098
H (4.79670, 2.46844, -6.84274)  0.088
H (2.25312, 2.09975, -1.43375)  0.078
H (1.87589, 3.75745, -1.85947)  0.095
H (3.54165, 3.25399, -1.50862)  0.094
C (4.09403, 1.86129, 1.81528)  -0.078
O (5.19137, 2.62169, 2.06571)  -0.008
C (6.02790, 3.00145, 1.04514)  -0.482
O (6.02437, 2.72969, -0.15553)  0.112
O (7.00500, 3.71425, 1.72442)  -0.040
C (8.15331, 4.23120, 0.99399)  -0.033
H (3.71525, 1.38771, 2.72101)  0.101
H (4.34776, 1.06972, 1.11020)  0.092
H (3.31044, 2.46392, 1.35602)  0.080
H (7.81701, 4.81990, 0.14051)  0.092
H (8.86336, 3.43081, 0.78590)  0.095
H (8.65506, 4.97718, 1.61031)  0.085
C (5.64362, -2.95702, 5.31782)  -0.021
O (5.51202, -2.24954, 4.06956)  -0.024
C (4.99058, -2.73013, 2.89265)  -0.522
O (4.66789, -3.90146, 2.69514)  0.092
O (4.93902, -1.78380, 1.93037)  -0.008
C (4.77585, -2.22188, 0.57083)  -0.044
H (5.82370, -2.33526, 6.19480)  0.095
H (6.54376, -3.55147, 5.16138)  0.096
H (4.80500, -3.61651, 5.54113)  0.062
H (5.09213, -3.24773, 0.38191)  0.087
H (5.36526, -1.64215, -0.13952)  0.097
H (3.74861, -2.11533, 0.22223)  0.068
C (0.27593, 2.72833, 6.40044)  -0.058
O (0.69305, 2.50075, 5.06885)  -0.034
C (0.83539, 3.59030, 4.20887)  -0.496
O (0.71263, 4.76692, 4.50630)  0.121
O (1.01397, 3.05266, 2.98252)  -0.016
C (0.98501, 3.94125, 1.87700)  -0.036
H (-0.27644, 3.66787, 6.41627)  0.089
H (1.11687, 2.85800, 7.08169)  0.098
H (-0.35261, 1.99373, 6.90383)  0.085
H (1.42038, 3.65434, 0.91979)  0.089
H (1.60558, 4.79545, 2.14780)  0.104
H (-0.01252, 4.33599, 1.68411)  0.087
C (-2.72870, 5.55485, -2.25390)  -0.029
O (-2.72302, 5.74399, -3.68580)  -0.002
C (-2.71626, 6.94273, -4.28525)  -0.585
O (-3.10216, 8.04226, -3.94662)  0.123
O (-2.11388, 6.65957, -5.43171)  0.003
C (-1.96393, 7.53596, -6.50786)  -0.064
H (-3.74133, 5.39537, -1.88345)  0.081
H (-2.33165, 6.46046, -1.79528)  0.085
H (-1.99628, 4.83196, -1.89460)  0.083
H (-2.03539, 7.03738, -7.47451)  0.087
H (-0.91795, 7.80889, -6.64767)  0.091
H (-2.61386, 8.41093, -6.51866)  0.098
C (-2.87365, -2.82684, 1.90353)  0.001
O (-3.95384, -2.55630, 1.00902)  0.033
C (-4.81364, -3.43445, 0.75410)  -0.596
O (-4.80685, -4.62270, 1.16752)  0.090
O (-5.75316, -2.76266, 0.02060)  -0.030
C (-7.06630, -3.42431, -0.19015)  -0.005
H (-2.27972, -3.70787, 1.66039)  0.085
H (-3.14466, -3.09123, 2.92566)  0.099
H (-2.16493, -2.00949, 2.03680)  0.088
H (-7.10165, -4.26667, 0.50070)  0.085
H (-7.28177, -3.81223, -1.18574)  0.085
H (-7.89816, -2.73258, -0.05739)  0.083
C (2.20894, -4.52033, 5.51818)  -0.054
O (1.95969, -3.12040, 5.54876)  -0.013
C (1.29004, -2.54929, 4.51104)  -0.549
O (0.81072, -3.16100, 3.54555)  0.092
O (1.61832, -1.26774, 4.55369)  0.001
C (1.37169, -0.49082, 3.32672)  0.033
H (1.41761, -5.10137, 5.99179)  0.093
H (3.15538, -4.87784, 5.92381)  0.083
H (2.16366, -4.84690, 4.47924)  0.085
H (1.21785, 0.55845, 3.57865)  0.081
H (0.41709, -0.92457, 3.02890)  0.090
H (2.17714, -0.71888, 2.62863)  0.100
C (-1.63196, 6.65983, 2.64134)  -0.020
O (-2.89672, 5.92785, 2.72580)  -0.036
C (-3.77757, 6.03359, 1.68110)  -0.587
O (-3.57952, 6.61699, 0.62087)  0.120
O (-4.87951, 5.37860, 1.96146)  -0.047
C (-5.90902, 5.31591, 0.92202)  0.001
H (-0.87768, 6.55943, 1.86091)  0.093
H (-1.17033, 6.55252, 3.62291)  0.087
H (-1.94311, 7.70249, 2.57689)  0.094
H (-6.28842, 6.32094, 0.73741)  0.100
H (-6.79392, 4.74819, 1.20965)  0.092
H (-5.53090, 4.94037, -0.02882)  0.093

Values from the calculation:
multiplicity	1
gap between HOMO and LUMO	7.4	eV
energy relative to the best compared isomer or geometry (same formula, charge and spin)	0.0	kcal per mole
E_HOMO	-9.849	eV
max |F|	0.1125	hartree/bohr
E	-146761.29777	eV